{"formula": "C7H6OS", "method": "wB97M-V/def2-TZVPD", "total_charge": 0, "relative_energy_kj_mol": 260.1, "lumo_ev": [-1.046, -1.049], "molar_mass_g_mol": 138.2, "smiles": "CC(=O)C1=C=CC=CS1", "e_tot_ev": -20235.254, "fmax_ha_per_bohr": 0.054, "species": ["C", "C", "O", "C", "C", "C", "C", "C", "S", "H", "H", "H", "H", "H", "H"], "coordinates": [[-2.528, 0.762, -0.102], [-1.878, -0.655, 0.026], [-2.519, -1.648, 0.190], [-0.344, -0.494, -0.272], [0.296, 0.712, -0.495], [1.608, 0.954, -0.403], [2.417, 0.012, 0.442], [2.104, -1.269, 0.418], [0.711, -1.911, -0.425], [-1.998, 1.436, 0.607], [-3.630, 0.893, 0.154], [-2.190, 1.121, -1.066], [1.939, 1.877, -0.831], [3.263, 0.334, 1.008], [2.749, -2.124, 0.752]]}

***

{"formula": "C7H6OS2", "method": "wB97M-V/def2-TZVPD", "total_charge": 0, "relative_energy_kj_mol": 626.6, "lumo_ev": [-1.045, -1.045], "molar_mass_g_mol": 170.3, "e_tot_ev": -31067.401, "fmax_ha_per_bohr": 0.073, "species": ["C", "C", "C", "C", "C", "C", "C", "O", "S", "S", "H", "H", "H", "H", "H", "H"], "coordinates": [[0.051, -2.354, -0.116], [-1.057, -1.441, -0.144], [1.332, -1.966, 0.068], [-1.075, -0.143, 0.088], [1.625, -0.597, 0.312], [0.969, 0.516, 0.489], [-1.566, 2.523, -0.262], [3.442, 1.176, 1.292], [-2.367, 0.950, 0.179], [2.703, 0.914, 0.069], [-0.290, -3.339, -0.291], [-1.943, -1.877, -0.665], [2.126, -2.698, 0.045], [-1.951, 3.463, 0.218], [-1.532, 2.631, -1.414], [-0.468, 2.240, 0.132]]}

***

{"formula": "C7H6OS3", "method": "wB97M-V/def2-TZVPD", "total_charge": 0, "lumo_ev": -1.012, "molar_mass_g_mol": 202.3, "smiles": "CSC(=S)C(=O)c1cccs1", "e_tot_ev": -41908.593, "fmax_ha_per_bohr": 0.051, "species": ["C", "S", "C", "S", "C", "O", "C", "C", "C", "C", "S", "H", "H", "H", "H", "H", "H"], "coordinates": [[-3.440, 1.116, 0.000], [-1.889, 2.056, 0.001], [-0.736, 0.789, -0.080], [-1.045, -0.805, -0.123], [0.738, 1.509, -0.115], [0.713, 2.717, -0.120], [1.924, 0.708, -0.093], [2.157, -0.648, -0.143], [3.515, -0.968, -0.039], [4.309, 0.139, 0.087], [3.423, 1.593, 0.072], [-3.713, 0.879, -1.023], [-4.191, 1.749, 0.457], [-3.305, 0.200, 0.570], [1.380, -1.378, -0.261], [3.895, -1.975, -0.042], [5.377, 0.167, 0.184]]}

***

{"formula": "C7H6S", "method": "wB97M-V/def2-TZVPD", "total_charge": 0, "relative_energy_kj_mol": 324.1, "lumo_ev": -1.372, "molar_mass_g_mol": 122.2, "smiles": "C#C/C=C(\\C=C)C=S", "e_tot_ev": -18187.431, "fmax_ha_per_bohr": 0.063, "species": ["C", "C", "C", "C", "C", "C", "C", "S", "H", "H", "H", "H", "H", "H"], "coordinates": [[-2.780, -1.742, -0.087], [-1.589, -1.472, -0.099], [-0.213, -1.405, 0.015], [0.523, -0.223, 0.061], [-0.152, 1.074, 0.140], [0.366, 2.283, -0.214], [2.040, -0.203, 0.102], [3.065, -1.498, -0.100], [-3.831, -1.922, -0.112], [0.266, -2.375, 0.142], [-1.223, 1.087, 0.308], [-0.336, 3.137, -0.221], [1.466, 2.451, -0.277], [2.398, 0.806, 0.341]]}

***

{"formula": "C7H6S", "method": "wB97M-V/def2-TZVPD", "total_charge": 0, "relative_energy_kj_mol": 369.7, "lumo_ev": 0.390, "molar_mass_g_mol": 122.2, "smiles": "C#CC1(S)C=CC=C1", "e_tot_ev": -18186.959, "fmax_ha_per_bohr": 0.099, "species": ["C", "C", "C", "S", "C", "C", "C", "C", "H", "H", "H", "H", "H", "H"], "coordinates": [[2.600, -0.980, 0.332], [1.595, -0.337, 0.332], [0.282, 0.318, 0.122], [0.419, 2.081, -0.176], [-0.718, 0.321, 1.300], [-1.828, -0.146, 0.663], [-1.603, -0.524, -0.670], [-0.370, -0.400, -1.058], [3.538, -1.547, 0.013], [1.692, 2.153, -0.914], [-0.541, 0.858, 2.299], [-2.872, -0.150, 1.081], [-2.453, -0.851, -1.345], [0.259, -0.796, -1.980]]}

***

{"formula": "C7H78ClFNNbO31P", "method": "wB97M-V/def2-TZVPD", "total_charge": -1, "lumo_ev": 0.901, "molar_mass_g_mol": 851.0, "e_tot_ev": -99570.715, "fmax_ha_per_bohr": 0.036, "species": ["C", "C", "P", "C", "C", "Nb", "F", "Cl", "N", "C", "C", "C", "O", "H", "H", "H", "H", "H", "H", "H", "H", "H", "H", "H", "H", "H", "H", "H", "H", "H", "H", "O", "H", "H", "O", "H", "H", "O", "H", "H", "O", "H", "H", "O", "H", "H", "O", "H", "H", "O", "H", "H", "O", "H", "H", "O", "H", "H", "O", "H", "H", "O", "H", "H", "O", "H", "H", "O", "H", "H", "O", "H", "H", "O", "H", "H", "O", "H", "H", "O", "H", "H", "O", "H", "H", "O", "H", "H", "O", "H", "H", "O", "H", "H", "O", "H", "H", "O", "H", "H", "O", "H", "H", "O", "H", "H", "O", "H", "H", "O", "H", "H", "O", "H", "H", "O", "H", "H", "O", "H", "H"], "coordinates": [[1.449, 1.475, 2.741], [1.725, 0.597, 1.531], [0.371, -0.571, 1.156], [1.179, -1.891, 0.170], [1.803, -2.990, 1.065], [-1.682, 0.453, 0.075], [-2.478, 0.847, 1.812], [-0.467, 2.573, 0.028], [-2.779, -1.363, -0.050], [-4.116, -0.925, -0.566], [-3.018, -1.982, 1.168], [-1.981, -2.946, 1.665], [-4.083, -1.870, 1.776], [2.338, 2.065, 2.981], [0.594, 2.136, 2.570], [1.216, 0.843, 3.598], [1.930, 1.198, 0.638], [2.630, 0.009, 1.736], [1.956, -1.480, -0.478], [0.385, -2.324, -0.443], [2.887, -2.940, 1.014], [1.492, -3.982, 0.737], [1.503, -2.877, 2.114], [-0.998, 0.101, -1.553], [-2.998, 1.377, -0.729], [-4.788, -1.781, -0.542], [-4.527, -0.123, 0.044], [-4.031, -0.529, -1.579], [-1.884, -2.860, 2.747], [-1.013, -2.827, 1.196], [-2.342, -3.954, 1.428], [5.093, -3.930, 1.343], [5.384, -4.848, 1.257], [5.833, -3.502, 1.784], [2.950, -3.886, -1.451], [3.803, -3.999, -1.017], [2.659, -4.767, -1.719], [-5.602, 2.661, -0.659], [-5.529, 3.618, -0.737], [-5.581, 2.541, 0.303], [-2.096, 2.839, 3.832], [-1.218, 2.705, 4.203], [-2.241, 2.032, 3.308], [-5.693, 2.712, 2.379], [-6.348, 3.141, 2.936], [-5.457, 1.889, 2.827], [2.244, 2.293, -2.358], [1.551, 2.411, -1.699], [2.316, 3.135, -2.821], [-5.502, 5.852, -0.390], [-5.472, 6.332, 0.443], [-4.594, 5.935, -0.710], [7.657, -4.955, 2.310], [8.273, -5.348, 1.685], [7.854, -5.363, 3.158], [1.082, -6.404, -1.378], [1.299, -7.099, -0.751], [0.285, -5.981, -1.015], [-6.960, -0.450, 0.449], [-7.017, 0.509, 0.509], [-6.198, -0.683, 0.991], [-0.864, 2.856, -3.633], [-0.156, 2.446, -4.139], [-0.785, 2.450, -2.758], [-1.523, 5.421, 1.346], [-1.120, 4.943, 0.606], [-1.514, 4.764, 2.057], [-1.278, -4.610, -1.194], [-0.941, -4.163, -1.982], [-1.977, -4.005, -0.911], [-0.034, -0.344, 5.258], [0.286, -1.140, 5.692], [-0.925, -0.220, 5.600], [-7.906, 4.591, 0.955], [-8.547, 4.473, 0.252], [-7.106, 4.951, 0.556], [-2.867, 7.082, 0.076], [-3.007, 8.006, 0.307], [-2.566, 6.646, 0.901], [5.867, -6.394, -0.196], [5.100, -6.423, -0.781], [6.610, -6.151, -0.760], [2.543, 3.701, -4.910], [1.874, 3.246, -5.435], [3.261, 3.961, -5.490], [1.304, 1.215, -5.749], [1.789, 0.684, -6.395], [1.573, 0.839, -4.900], [-5.569, -0.539, 3.609], [-5.123, -0.985, 2.866], [-5.058, -0.838, 4.365], [5.665, -9.315, -0.308], [5.636, -8.347, -0.211], [6.273, -9.587, 0.388], [0.071, 8.173, 0.042], [-0.831, 7.841, 0.136], [0.616, 7.381, 0.037], [8.355, -7.883, -0.463], [9.263, -8.064, -0.204], [8.081, -8.634, -1.000], [-0.257, 2.219, -8.125], [0.207, 1.706, -7.453], [-1.129, 2.358, -7.743], [4.505, 1.041, 3.717], [4.595, 1.708, 4.409], [5.322, 1.069, 3.214], [4.218, 3.598, 5.215], [3.486, 3.685, 5.833], [4.301, 4.457, 4.794], [-3.764, 8.017, -2.759], [-3.057, 7.766, -2.154], [-3.786, 7.307, -3.407], [4.015, 1.410, -7.066], [3.896, 2.233, -7.548], [4.044, 1.663, -6.136], [4.007, -8.932, 2.270], [4.409, -9.180, 1.428], [4.113, -9.694, 2.844], [-5.179, 1.876, -3.816], [-5.132, 2.829, -3.925], [-5.116, 1.759, -2.857]]}

***

{"formula": "C7H78F4N3O34S", "method": "wB97M-V/def2-TZVPD", "total_charge": 1, "lumo_ev": -4.826, "molar_mass_g_mol": 856.7, "e_tot_ev": -104301.878, "fmax_ha_per_bohr": 0.120, "species": ["C", "C", "S", "C", "N", "C", "N", "C", "O", "O", "N", "C", "F", "F", "C", "F", "F", "H", "H", "H", "H", "H", "H", "H", "H", "H", "H", "H", "H", "H", "H", "O", "H", "H", "O", "H", "H", "O", "H", "H", "O", "H", "H", "O", "H", "H", "O", "H", "H", "O", "H", "H", "O", "H", "H", "O", "H", "H", "O", "H", "H", "O", "H", "H", "O", "H", "H", "O", "H", "H", "O", "H", "H", "O", "H", "H", "O", "H", "H", "O", "H", "H", "O", "H", "H", "O", "H", "H", "O", "H", "H", "O", "H", "H", "O", "H", "H", "O", "H", "H", "O", "H", "H", "O", "H", "H", "O", "H", "H", "O", "H", "H", "O", "H", "H", "O", "H", "H", "O", "H", "H", "O", "H", "H", "O", "H", "H"], "coordinates": [[5.327, -0.845, -1.187], [4.674, 0.555, -1.766], [3.395, 1.231, -0.521], [2.146, 2.103, -1.617], [0.702, 1.921, -1.214], [0.118, 0.682, -1.274], [-1.365, 0.625, -0.850], [-1.494, 0.961, 0.622], [-2.408, -0.072, 1.200], [-3.656, 0.266, 0.948], [0.737, -0.614, -1.707], [0.896, -1.622, -0.596], [2.118, -2.467, -0.781], [0.963, -1.050, 0.771], [-0.388, -2.682, -0.766], [0.077, -3.965, -0.194], [-0.694, -2.942, -2.223], [5.665, -0.758, -0.059], [4.506, -1.678, -1.262], [6.222, -1.197, -1.879], [4.159, 0.395, -2.831], [5.580, 1.304, -1.917], [2.337, 3.276, -1.652], [2.276, 1.741, -2.747], [0.131, 2.757, -0.889], [-1.794, 1.435, -1.372], [-0.476, 1.024, 1.198], [-2.041, 1.996, 0.785], [-4.063, -0.453, 0.359], [1.576, -0.518, -2.312], [-1.334, -2.342, -0.166], [-4.314, -1.361, 3.038], [-3.846, -1.280, 3.883], [-3.729, -0.919, 2.404], [-2.916, 2.892, 3.035], [-3.440, 2.438, 3.712], [-2.686, 2.190, 2.407], [6.835, 3.144, -1.835], [7.303, 3.224, -0.990], [7.420, 3.585, -2.469], [0.684, -1.067, -4.511], [0.160, -1.522, -3.835], [0.914, -1.769, -5.139], [5.784, 5.728, -0.884], [5.260, 5.274, -0.207], [6.014, 5.027, -1.511], [7.504, -2.376, -3.134], [7.929, -3.192, -2.832], [7.025, -2.644, -3.933], [-2.208, -2.988, 3.988], [-2.286, -2.349, 3.263], [-2.748, -3.739, 3.697], [5.892, 4.246, -4.228], [5.814, 4.885, -4.952], [5.352, 3.496, -4.518], [-0.581, -5.438, 5.394], [0.055, -5.076, 4.759], [-1.316, -4.807, 5.374], [3.054, 3.178, -4.299], [2.952, 4.142, -4.283], [2.952, 2.947, -5.234], [-6.404, 2.066, 0.271], [-5.809, 2.561, -0.313], [-5.829, 1.405, 0.685], [-0.634, -0.200, 4.718], [-1.141, -1.015, 4.852], [-0.037, -0.415, 3.985], [0.170, 4.246, 0.856], [-0.719, 4.411, 1.204], [0.537, 5.133, 0.721], [0.929, -8.402, 6.349], [1.565, -8.041, 5.713], [0.194, -7.771, 6.328], [-3.841, -0.240, -1.988], [-2.872, -0.265, -2.008], [-4.099, -0.445, -2.900], [-1.330, -5.901, -1.975], [-2.219, -5.737, -1.627], [-0.963, -5.015, -2.110], [-2.460, 3.429, -2.534], [-2.262, 4.205, -3.079], [-3.390, 3.237, -2.731], [-6.511, -0.913, 0.192], [-7.214, -1.011, -0.467], [-6.987, -0.815, 1.030], [1.080, 5.110, -3.032], [0.376, 5.012, -3.691], [0.603, 5.209, -2.194], [5.696, -0.371, -4.518], [6.291, 0.124, -5.102], [6.271, -1.032, -4.104], [-4.946, -3.878, 1.706], [-5.048, -2.914, 1.721], [-5.048, -4.109, 0.770], [6.480, 1.524, 1.279], [5.776, 1.425, 0.620], [6.003, 1.622, 2.117], [-4.705, -6.934, 2.444], [-4.845, -5.977, 2.388], [-4.591, -7.208, 1.522], [9.119, 4.318, -1.030], [9.756, 4.679, -1.665], [8.384, 4.949, -1.050], [-5.820, 5.135, 0.213], [-6.524, 5.037, -0.447], [-6.297, 5.233, 1.051], [-6.304, -8.870, 3.841], [-5.709, -8.375, 3.257], [-5.729, -9.531, 4.255], [0.108, 2.632, 4.696], [0.002, 2.904, 3.772], [0.149, 1.665, 4.652], [-2.520, 5.173, 0.843], [-3.224, 5.075, 0.183], [-2.997, 5.271, 1.680], [-0.308, -8.371, 0.150], [-0.386, -7.732, -0.575], [-0.848, -9.121, -0.140], [-8.344, -6.463, 4.826], [-8.851, -7.278, 4.961], [-7.747, -6.678, 4.094], [8.142, 7.501, 0.557], [7.439, 7.403, -0.102], [7.665, 7.599, 1.395], [-6.681, 3.944, -2.058], [-7.188, 3.129, -1.924], [-6.084, 3.730, -2.790]]}

***

{"formula": "C7H7Cl", "method": "wB97M-V/def2-TZVPD", "total_charge": 0, "relative_energy_kj_mol": 478.6, "lumo_ev": 0.118, "molar_mass_g_mol": 126.6, "smiles": "C#CCC(=C)C(=C)Cl", "e_tot_ev": -19889.685, "fmax_ha_per_bohr": 0.126, "species": ["C", "C", "C", "C", "C", "C", "C", "Cl", "H", "H", "H", "H", "H", "H", "H"], "coordinates": [[2.275, -0.866, -0.869], [1.825, -0.131, 0.065], [0.949, 0.582, 1.056], [-0.463, 0.722, 0.348], [-0.732, 1.874, -0.536], [-1.369, -0.507, 0.119], [-0.899, -1.756, 0.236], [-3.149, -0.192, -0.100], [2.656, -1.351, -1.752], [0.617, -0.143, 1.917], [1.335, 1.611, 1.280], [-1.608, 1.925, -1.356], [-0.125, 2.727, -0.721], [-1.592, -2.531, 0.151], [0.280, -1.962, 0.165]]}